No. 1
Density functional theory data (the ωB97M-V functional and the def2-TZVPD basis) for C2H5NO2S in the gas phase at a distorted geometry.

Geometry as XYZ:
```
11
Properties=species:S:1:pos:R:3:lowdin_charge:R:1
C -1.082 0.667 -0.165 0.078
C -0.899 -0.593 0.673 -0.315
N 0.829 1.403 0.448 -0.323
O 0.403 -1.046 0.491 -0.427
O 1.927 -0.002 -1.335 -0.297
S 1.657 0.118 0.314 0.903
H -0.690 0.809 -1.079 0.019
H -1.768 1.365 0.199 0.060
H -1.111 -0.381 1.796 0.142
H -1.493 -1.530 0.301 0.162
H 2.226 -0.809 -1.643 -0.002
```

For the HOMO energy (alpha / beta), the calculation gives -9.22 / -9.22 eV. The spin multiplicity is 1. The calculation puts the energy above the lowest of the compared OMol25 structures with the same formula, charge and spin at 475.52 kJ/mol. The charge is 0.


No. 2
Density functional theory data (the ωB97M-V functional and the def2-TZVPD basis) for 4 unconnected molecules or ions with the total composition C5H11N.

Geometry as XYZ:
```
17
Properties=species:S:1:pos:R:3:lowdin_charge:R:1
C -1.260 -0.049 0.992 -0.116
C -0.854 0.762 -0.034 -0.284
C -1.431 0.648 -1.415 -0.109
N 1.180 0.179 -0.645 0.017
C 2.084 0.166 0.537 -0.172
C 1.596 -0.971 -0.220 -0.271
H -0.167 -1.214 1.032 0.088
H -1.104 0.241 2.027 0.068
H -2.045 -0.784 0.816 0.075
H -0.355 1.694 0.213 0.109
H -1.698 -0.391 -1.640 0.079
H -0.723 0.996 -2.170 0.066
H -2.346 1.250 -1.489 0.077
H 1.640 0.353 1.521 0.086
H 3.075 0.590 0.385 0.085
H 1.836 -1.904 -0.712 0.113
H 0.573 -1.565 0.801 0.090
```

For the HOMO energy, the calculation gives -9.02 eV. The spin multiplicity is 1. The calculation puts the energy above the lowest of the compared OMol25 structures with the same formula, charge and spin at 508.91 kJ/mol. The charge is 0.


No. 3
Density functional theory data (the ωB97M-V functional and the def2-TZVPD basis) for 5 unconnected molecules or ions with the total composition C2H13NO4 at a distorted geometry.

Geometry as XYZ:
```
20
Properties=species:S:1:pos:R:3:lowdin_charge:R:1
C -0.548 0.596 -1.115 -0.015
C -0.308 -0.415 -3.236 0.158
N 0.108 0.449 -2.418 0.157
H -0.082 0.006 -0.321 0.109
H -1.623 0.690 -1.328 0.143
H -0.385 1.621 -0.711 0.131
H 0.383 -0.728 -4.025 0.141
H -1.291 -0.899 -3.239 0.155
H -0.798 -1.858 2.150 0.004
H 0.457 -1.029 2.457 -0.018
O -0.320 -1.459 2.860 -0.059
H 2.722 -1.047 2.410 0.070
H 2.542 -0.445 0.993 0.009
O 2.150 -0.466 1.890 -0.070
H -4.087 1.301 1.589 0.040
H -2.857 0.753 2.524 0.023
O -3.196 1.422 1.937 -0.062
H 1.633 0.761 -0.836 0.012
H 3.154 0.618 -0.890 0.094
O 2.345 0.127 -0.690 -0.023
```

For the HOMO energy (alpha / beta), the calculation gives -13.55 / -13.55 eV. The spin multiplicity is 2. The calculation puts the energy above the lowest of the compared OMol25 structures with the same formula, charge and spin at 228.30 kJ/mol. The charge is +1.


No. 4
Density functional theory data (the ωB97M-V functional and the def2-TZVPD basis) for 2 unconnected molecules or ions with the total composition C3H5O4 at a distorted geometry.

Geometry as XYZ:
```
12
Properties=species:S:1:pos:R:3:lowdin_charge:R:1
C -2.609 0.096 -0.051 -0.471
C 1.334 0.728 -0.355 -0.191
C 0.217 -0.043 0.111 -0.502
O -2.663 1.259 -0.055 0.147
O -2.750 -1.063 -0.267 0.105
O 0.150 -1.324 -0.635 -0.142
O 0.457 -0.289 1.582 -0.127
H 1.276 1.046 -1.344 0.025
H 2.376 0.091 -0.247 0.095
H 1.646 1.659 0.095 0.049
H -0.779 -1.644 -0.466 0.039
H 1.345 -0.514 1.632 -0.027
```

For the HOMO energy, the calculation gives -1.56 eV. The spin multiplicity is 1. The calculation puts the energy above the lowest of the compared OMol25 structures with the same formula, charge and spin at 378.83 kJ/mol. The charge is -1.


No. 5
Density functional theory data (the ωB97M-V functional and the def2-TZVPD basis) for 2 unconnected molecules or ions with the total composition C2H8OS at a distorted geometry.

Geometry as XYZ:
```
12
Properties=species:S:1:pos:R:3:lowdin_charge:R:1
C -1.952 1.194 -1.068 -0.453
S -2.023 -0.573 -0.694 0.702
C -0.462 -0.796 0.233 -0.415
H -2.140 1.684 -0.108 0.026
H -1.024 1.571 -1.510 0.034
H -2.726 1.461 -1.794 0.028
H 0.306 -0.218 -0.279 0.032
H -0.505 -1.857 0.442 0.023
H -0.541 -0.305 1.190 0.021
O 3.364 -0.921 1.104 -0.060
H 4.007 -1.123 1.790 0.031
H 3.696 -0.117 0.694 0.031
```

For the HOMO energy, the calculation gives -8.27 eV. The spin multiplicity is 1. The calculation puts the energy above the lowest of the compared OMol25 structures with the same formula, charge and spin at 53.60 kJ/mol. The structure (SMILES) is CSC.O. The charge is 0.


No. 6
Density functional theory data (the ωB97M-V functional and the def2-TZVPD basis) for 3 unconnected molecules or ions with the total composition C14H10ClIO4P at a distorted geometry.

Geometry as XYZ:
```
31
Properties=species:S:1:pos:R:3:lowdin_charge:R:1
C -1.725 -0.817 1.246 0.141
C -0.604 -1.197 1.372 -0.355
P 1.079 -1.571 1.668 0.118
Cl 1.119 -3.125 2.972 0.345
I 2.264 -2.103 -0.337 0.695
H -2.657 -0.325 1.448 0.078
H 1.729 -0.471 2.268 0.003
C 3.902 3.128 0.740 0.023
C 5.030 3.819 0.597 0.042
C 6.342 3.135 0.481 -0.373
O 7.368 3.759 0.353 0.144
C 6.344 1.650 0.529 0.042
C 5.214 0.964 0.672 0.012
C 3.909 1.651 0.788 -0.376
O 2.870 1.020 0.917 -0.033
H 2.936 3.608 0.827 0.125
H 5.045 4.901 0.559 0.131
H 7.309 1.167 0.442 0.131
H 5.197 -0.119 0.710 0.108
C -4.672 -2.500 -0.554 0.001
C -4.105 -2.458 -1.758 0.016
C -4.617 -1.553 -2.818 -0.388
O -4.101 -1.517 -3.912 0.117
C -5.782 -0.699 -2.483 0.026
C -6.348 -0.741 -1.279 0.023
C -5.837 -1.645 -0.220 -0.395
O -6.346 -1.684 0.879 0.109
H -4.313 -3.155 0.231 0.119
H -3.254 -3.074 -2.020 0.120
H -6.140 -0.045 -3.268 0.126
H -7.199 -0.125 -1.016 0.126
```

For the HOMO energy, the calculation gives -12.35 eV. The spin multiplicity is 1. The charge is +1.


No. 7
Density functional theory data (the ωB97M-V functional and the def2-TZVPD basis) for a molecular structure, C44H43FN5O4PPbS2.

Geometry as XYZ:
```
101
Properties=species:S:1:pos:R:3:lowdin_charge:R:1
Pb -0.965 -0.391 0.476 1.281
C -1.039 -0.806 4.740 -0.072
C -1.702 0.560 4.526 -0.362
C -0.629 1.626 4.291 -0.077
C -2.743 0.533 3.409 -0.240
C -3.455 -0.629 3.114 -0.066
C -4.418 -0.654 2.111 -0.057
C -4.707 0.480 1.360 -0.293
C -5.752 0.466 0.271 -0.057
C -4.000 1.644 1.655 -0.051
C -3.044 1.670 2.660 -0.063
H -0.216 -0.718 5.453 0.081
H -0.636 -1.195 3.800 0.064
H -1.734 -1.549 5.137 0.074
H -2.228 0.814 5.451 0.140
H -0.185 1.516 3.293 0.062
H 0.167 1.530 5.034 0.083
H -1.028 2.640 4.371 0.072
H -3.260 -1.543 3.663 0.107
H -4.946 -1.582 1.907 0.113
H -6.547 1.185 0.486 0.079
H -6.205 -0.522 0.177 0.070
H -5.312 0.732 -0.692 0.071
H -4.200 2.549 1.086 0.118
H -2.514 2.599 2.845 0.102
C -4.310 -2.972 -4.466 0.002
C -3.267 -1.933 -4.279 -0.324
N -2.552 -1.398 -5.213 0.140
N -1.740 -0.544 -4.530 0.026
C -1.941 -0.511 -3.209 -0.741
S -1.085 0.506 -2.146 0.640
N -2.923 -1.408 -3.047 -0.061
N -3.550 -1.691 -1.828 0.163
H -4.323 -3.267 -5.511 0.089
H -5.300 -2.591 -4.196 0.091
H -4.093 -3.851 -3.854 0.091
H -1.052 0.005 -5.011 0.152
H -4.229 -2.413 -2.003 0.088
H -2.830 -2.080 -1.216 0.032
F 5.562 -1.733 2.085 0.018
C 4.434 -1.124 1.526 -0.361
C 3.102 -2.242 0.141 -0.150
C 1.905 -1.585 -0.449 -0.043
C 1.405 -0.538 0.434 -0.398
C 2.767 0.549 1.834 -0.195
C 4.212 0.269 1.968 0.096
H 3.280 -3.280 -0.144 0.144
H 1.753 -1.575 -1.523 0.101
H 2.377 1.292 2.527 0.123
H 4.978 1.026 1.812 0.113
O 1.329 -6.002 0.453 -0.447
S -0.121 -6.060 0.352 0.902
O -0.471 -6.451 -1.294 -0.243
N -0.727 -4.566 0.459 -0.124
C -0.850 -3.746 -0.555 -0.498
O -1.387 -2.593 -0.384 -0.304
C -0.406 -4.139 -1.917 -0.083
C -0.157 -3.191 -2.910 -0.044
C 0.223 -3.573 -4.184 -0.083
C 0.353 -4.932 -4.479 -0.075
C 0.129 -5.884 -3.504 -0.001
C -0.241 -5.490 -2.218 -0.291
H -0.250 -2.146 -2.646 0.064
H 0.422 -2.825 -4.944 0.098
H 0.640 -5.245 -5.477 0.105
H 0.236 -6.943 -3.709 0.122
O -0.207 2.043 0.639 -0.492
P 1.234 2.387 0.332 0.831
C 1.898 3.522 1.578 -0.274
C 3.261 3.733 1.780 -0.085
C 3.691 4.646 2.731 -0.069
C 2.763 5.350 3.489 -0.077
C 1.403 5.151 3.287 -0.069
C 0.968 4.241 2.328 -0.071
C 1.347 3.383 -1.178 -0.261
C 0.169 3.649 -1.868 -0.106
C 0.195 4.435 -3.016 -0.072
C 1.398 4.948 -3.481 -0.080
C 2.574 4.711 -2.778 -0.074
C 2.548 3.943 -1.623 -0.092
C 2.257 0.854 0.317 -0.292
C 3.328 0.842 -0.749 -0.060
C 4.266 -0.101 -0.886 -0.029
C 4.418 -1.335 -0.043 -0.093
C 3.103 -1.900 1.651 -0.086
C 2.025 -0.805 1.832 -0.178
H 3.994 3.165 1.209 0.104
H 4.752 4.803 2.888 0.108
H 3.102 6.049 4.246 0.105
H 0.679 5.700 3.877 0.106
H -0.090 4.073 2.156 0.103
H -0.765 3.247 -1.494 0.070
H -0.727 4.647 -3.546 0.106
H 1.420 5.545 -4.386 0.105
H 3.512 5.128 -3.127 0.106
H 3.463 3.799 -1.057 0.100
H 3.328 1.643 -1.478 0.080
H 4.981 0.028 -1.693 0.108
H 5.286 -1.909 -0.349 0.138
H 3.074 -2.714 2.371 0.155
H 1.349 -0.982 2.671 0.120
```

For the HOMO energy (alpha / beta), the calculation gives -6.43 / -7.60 eV. The spin multiplicity is 1. The charge is 0.


No. 8
Density functional theory data (the ωB97M-V functional and the def2-TZVPD basis) for a molecular structure, C39H42CoGeN3S2.

Geometry as XYZ:
```
88
Properties=species:S:1:pos:R:3:lowdin_charge:R:1
Co 0.937 0.801 -0.453 0.049
C 0.580 -1.727 -1.803 -0.067
N 1.561 -0.623 -1.804 -0.208
C 2.862 -1.124 -1.265 -0.131
C 3.571 -0.051 -0.465 -0.172
N 2.635 0.440 0.571 -0.239
C 2.499 -0.563 1.654 -0.056
C 3.018 1.693 1.213 -0.302
C 4.338 2.039 1.431 -0.024
C 4.636 3.194 2.145 -0.084
C 3.606 3.971 2.651 -0.089
C 2.283 3.616 2.430 -0.099
C 1.967 2.478 1.695 -0.563
S 0.306 2.032 1.299 0.682
C 1.747 -0.051 -3.145 -0.269
C 1.753 -0.896 -4.251 -0.050
C 1.954 -0.399 -5.528 -0.100
C 2.166 0.966 -5.690 -0.102
C 2.171 1.802 -4.592 -0.135
C 1.960 1.328 -3.284 -0.620
S 1.949 2.435 -1.937 0.670
H 0.988 -2.641 -2.242 0.091
H -0.300 -1.422 -2.364 0.087
H 0.285 -1.944 -0.774 0.063
H 3.496 -1.475 -2.082 0.137
H 2.644 -1.984 -0.630 0.112
H 3.836 0.795 -1.098 0.093
H 4.476 -0.470 -0.012 0.126
H 3.482 -0.763 2.093 0.109
H 2.074 -1.487 1.268 0.055
H 1.834 -0.167 2.419 0.065
H 5.138 1.424 1.042 0.110
H 5.668 3.480 2.302 0.100
H 3.831 4.871 3.210 0.101
H 1.479 4.239 2.800 0.102
H 1.602 -1.960 -4.124 0.104
H 1.950 -1.067 -6.378 0.096
H 2.329 1.378 -6.679 0.100
H 2.335 2.865 -4.716 0.097
C -0.161 -5.650 1.057 -0.094
C 0.716 -4.907 1.836 -0.088
C 0.436 -3.579 2.120 -0.144
C -0.724 -2.962 1.641 -0.337
C -1.601 -3.730 0.872 -0.113
C -1.324 -5.060 0.582 -0.088
Ge -0.987 -1.043 1.982 1.057
C -0.847 -0.784 3.919 -0.320
C -0.998 -1.875 4.779 -0.113
C -0.900 -1.717 6.154 -0.090
C -0.646 -0.463 6.693 -0.094
C -0.492 0.629 5.852 -0.086
C -0.588 0.469 4.476 -0.132
C -2.713 -0.432 1.308 -0.315
C -3.533 0.373 2.098 -0.098
C -4.751 0.838 1.620 -0.082
C -5.173 0.497 0.343 -0.099
C -4.363 -0.294 -0.461 -0.109
C -3.137 -0.738 0.012 -0.147
H 0.055 -6.687 0.832 0.100
H 1.617 -5.365 2.225 0.102
H 1.125 -3.018 2.743 0.095
H -2.526 -3.296 0.512 0.085
H -2.022 -5.640 -0.009 0.101
H -1.200 -2.860 4.375 0.094
H -1.023 -2.573 6.805 0.100
H -0.565 -0.339 7.766 0.100
H -0.290 1.609 6.267 0.102
H -0.453 1.324 3.824 0.047
H -3.222 0.634 3.104 0.096
H -5.376 1.459 2.249 0.103
H -6.130 0.847 -0.024 0.102
H -4.689 -0.565 -1.458 0.094
H -2.500 -1.325 -0.641 0.085
C -1.466 2.911 -4.084 -0.025
C -2.353 2.004 -3.221 -0.563
C -3.475 2.806 -2.549 -0.023
C -2.922 0.849 -4.053 -0.026
C -1.487 1.440 -2.175 -0.068
N -0.737 1.043 -1.410 0.167
H -2.088 3.378 -4.850 0.094
H -0.675 2.338 -4.567 0.080
H -0.998 3.688 -3.481 0.094
H -4.115 3.232 -3.323 0.093
H -3.064 3.617 -1.949 0.098
H -4.080 2.171 -1.900 0.070
H -3.545 1.260 -4.848 0.094
H -3.535 0.188 -3.440 0.072
H -2.120 0.265 -4.507 0.091
```

For the HOMO energy (alpha / beta), the calculation gives -6.40 / -6.74 eV. The spin multiplicity is 3. The calculation puts the energy above the lowest of the compared OMol25 structures with the same formula, charge and spin at 0.00 kJ/mol. The charge is 0.


> Which value of charge does entry 7 give?

0


> What is the formula in the eighth record?

C39H42CoGeN3S2


> Among the records above, which one has the lowest charge?

C3H5O4